Density functional theory data (ωB97M-V with the def2-TZVPD basis set) for C6H22F6N2O12SY as an isolated structure.

Its total charge is +1. As for the molecular weight: 549.21 g mol⁻¹. The calculation puts the HOMO-LUMO gap at 7.9 eV.

Element x y z (Å)
1 Y -19.1330 3.0941 -9.5721
2 C -16.2430 -0.0664 -7.6122
3 F -15.6590 -0.7501 -6.6602
4 F -15.3651 0.2416 -8.5598
5 F -17.1978 -0.8466 -8.1858
6 S -17.0702 1.4289 -6.9228
7 O -18.1654 0.9521 -6.0981
8 O -16.0480 2.1190 -6.1977
9 O -17.5307 2.0801 -8.1410
10 C -16.4271 4.1664 -11.8263
11 O -15.3022 4.7612 -11.2815
12 O -17.3804 3.9654 -10.9244
13 C -16.8367 5.0611 -12.9929
14 F -17.4150 6.2049 -12.6123
15 F -15.8331 5.3435 -13.8086
16 F -17.7650 4.4023 -13.7530
17 C -14.4324 3.8555 -10.6163
18 C -13.2785 4.6797 -10.0570
19 H -12.7840 4.1020 -9.2713
20 H -12.5364 4.8679 -10.8261
21 H -13.6787 5.5863 -9.6093
22 H -14.0226 3.1652 -11.3690
23 H -14.9262 3.2211 -9.8739
24 H -16.2240 3.1969 -12.3349
25 O -19.8478 0.9142 -8.5616
26 H -19.9456 -0.0044 -8.8328
27 H -19.9025 0.9057 -7.5929
28 O -18.0563 1.1508 -10.8482
29 H -17.8272 0.2233 -10.7232
30 H -17.7498 1.3868 -11.7320
31 O -19.9443 5.2884 -9.8813
32 H -20.3431 5.9255 -9.2779
33 H -20.1011 5.6394 -10.7677
34 O -19.8901 2.7517 -11.8767
35 H -20.0241 3.4511 -12.5300
36 H -20.5231 2.0626 -12.1125
37 O -17.6862 4.7563 -8.2599
38 H -17.9087 5.0913 -7.3854
39 H -16.8405 5.1552 -8.4971
40 O -21.6776 2.9450 -9.6345
41 H -22.2155 3.7301 -9.7850
42 H -22.2949 2.2045 -9.6315
43 C -20.4837 3.5901 -6.3194
44 O -20.0494 3.5510 -7.4866
45 N -19.7077 3.3402 -5.2476
46 N -21.7871 3.8561 -6.0535
47 H -18.8037 2.8954 -5.3239
48 H -20.1069 3.4183 -4.3276
49 H -22.3944 4.0206 -6.8326
50 H -22.1502 3.9065 -5.1192

Forces on atoms 1 to 6 (eV/Å):
3.392 -0.103 0.174
-0.779 0.117 -0.155
0.279 -0.313 0.255
0.073 0.098 0.052
0.129 -0.009 -0.034
0.533 -0.012 0.601